P) ORCA calculation (ωB97M-V with the def2-TZVPD basis set) on a 2-piece molecular cluster, C4H10N2 overall.

Each line ends with the Löwdin charge.
Cartesian coordinates (Å):
C 3.577 0.547 0.471  -0.044
C 4.129 -0.280 1.354  -0.312
N 3.716 -1.590 1.554  0.022
H 2.758 0.226 -0.154  0.041
H 3.958 1.562 0.403  0.039
H 4.942 -0.008 2.017  0.100
H 3.174 -2.023 0.825  0.080
H 4.308 -2.228 2.051  0.072
C -3.973 1.113 -0.307  -0.172
C -3.713 -0.279 -2.117  -0.088
N -4.285 0.738 -1.655  -0.086
H -4.870 1.128 0.302  0.069
H -3.591 2.137 -0.272  0.075
H -3.252 0.476 0.231  0.072
H -3.902 -0.632 -3.125  0.059
H -2.976 -0.890 -1.578  0.071

Properties
- net charge = 0
- structure (SMILES) = C=CN.C=NC
- LUMO level (eV) = 1.02

Q) ORCA calculation (ωB97M-V with the def2-TZVPD basis set) on one molecule with the formula C4H10N2.

Each line ends with the Löwdin charge.
Cartesian coordinates (Å):
C 0.446 -2.055 -0.325  -0.118
C 1.076 -0.696 0.022  -0.207
C 0.036 0.340 0.410  -0.368
C -1.060 0.567 -0.349  -0.202
N -1.425 1.822 -0.832  0.042
N 0.579 1.326 1.269  0.052
H 1.018 -2.876 0.116  0.061
H -0.451 -2.242 0.276  0.071
H 0.303 -2.279 -1.377  0.068
H 1.839 -0.838 0.783  0.097
H 1.518 -0.282 -0.886  0.110
H -1.708 -0.262 -0.605  0.098
H -0.732 2.512 -1.039  0.081
H -2.390 1.938 -1.070  0.070
H 0.996 0.940 2.101  0.073
H -0.046 2.082 1.508  0.071

Properties
- net charge = 0
- structure (SMILES) = CC/C(N)=C/N
- LUMO level (eV) = 1.12

R) ORCA calculation (ωB97M-V with the def2-TZVPD basis set) on a 2-piece molecular cluster, C4H10N2 overall.

Each line ends with the Löwdin charge.
Cartesian coordinates (Å):
C 0.722 1.493 0.609  -0.123
N -1.175 -0.495 1.393  -0.010
C -0.990 -0.305 -0.021  -0.328
C -0.323 1.003 -0.392  -0.272
H -0.288 -0.544 1.880  0.061
H -1.704 -1.334 1.593  0.065
H -1.957 -0.399 -0.519  0.108
H -1.081 1.770 -0.538  0.102
H 1.505 0.749 0.736  0.064
H 0.263 1.715 1.567  0.063
H 1.191 2.401 0.236  0.070
C 1.202 -1.874 -1.479  -0.095
N 1.733 -0.924 -1.870  0.089
H 0.219 0.794 -1.348  0.079
H 0.968 -2.907 -1.341  0.071
H -0.283 -1.141 -0.504  0.058

Properties
- net charge = 0
- structure (SMILES) = CCCN.C#N
- LUMO level (eV) = 0.89

Winner for stability: R)

P) ORCA calculation (ωB97M-V with the def2-TZVPD basis set) on one molecule with the formula C4H10N2.

Each line ends with the Löwdin charge.
Cartesian coordinates (Å):
C -0.899 1.276 0.014  -0.060
C -0.338 -0.150 -0.094  -0.589
C 0.812 -0.318 0.992  -0.178
C 0.828 -0.256 -1.084  -0.156
H -0.090 2.030 -0.006  0.091
H -1.583 1.450 -0.786  0.054
H -1.478 1.320 0.973  0.090
H -2.311 -0.675 -0.622  0.162
H -1.678 -1.228 0.975  0.111
H 0.869 0.298 1.899  0.109
H 1.026 -1.374 1.190  0.109
H 2.686 -0.375 -0.064  0.109
H 0.858 -1.304 -1.404  0.113
H 0.876 0.386 -1.902  0.082
N -1.356 -1.195 -0.086  0.014
N 1.777 0.116 0.005  -0.063

Properties
- net charge = 0
- structure (SMILES) = CC1(N)CNC1
- LUMO level (eV) = 1.05

Q) ORCA calculation (ωB97M-V with the def2-TZVPD basis set) on one molecule with the formula C4H10N2.

Each line ends with the Löwdin charge.
Cartesian coordinates (Å):
C -0.076 0.077 0.549  -0.167
C 0.188 0.149 -0.984  -0.409
C 0.141 -0.945 -1.714  0.035
C 0.380 1.514 -1.446  -0.081
N -0.369 -1.296 1.209  -0.154
N -0.414 -1.583 2.636  -0.018
H 0.866 0.371 1.088  0.124
H -0.926 0.770 0.732  0.102
H 0.356 -1.011 -2.795  0.073
H -1.146 -1.101 3.069  0.028
H -0.084 -1.880 -1.179  0.058
H 1.335 1.865 -1.469  0.044
H -0.311 2.167 -0.748  0.115
H -0.192 1.636 -2.386  0.093
H -1.378 -1.442 1.022  0.101
H 0.336 -1.120 3.121  0.055

Properties
- net charge = 0
- structure (SMILES) = C=C(C)CNN
- LUMO level (eV) = 0.96

Winner for stability: P)

P) ORCA calculation (ωB97M-V with the def2-TZVPD basis set) on one molecule with the formula C4H10N2.

Each line ends with the Löwdin charge.
Cartesian coordinates (Å):
C 0.810 -1.305 -0.146  -0.234
C 0.145 -0.502 1.038  -0.137
C -0.606 0.734 0.495  -0.448
C -0.157 1.953 0.765  0.056
N -1.610 0.470 -0.466  0.048
N 1.220 -0.478 -1.343  -0.019
H 0.053 -1.935 -0.630  0.089
H 1.632 -1.919 0.223  0.093
H -0.648 -1.075 1.545  0.109
H 0.910 -0.162 1.714  0.089
H -0.572 2.850 0.308  0.065
H 0.703 2.086 1.411  0.062
H -2.373 -0.089 -0.095  0.080
H -1.371 -0.049 -1.295  0.063
H 1.070 -1.008 -2.184  0.052
H 0.792 0.430 -1.340  0.032

Properties
- net charge = 0
- structure (SMILES) = C=C(N)CCN
- LUMO level (eV) = 0.99

Q) ORCA calculation (ωB97M-V with the def2-TZVPD basis set) on one molecule with the formula C4H10N2.

Each line ends with the Löwdin charge.
Cartesian coordinates (Å):
C 0.042 -1.969 0.256  -0.111
C 1.150 -0.947 0.455  -0.257
C 0.696 0.344 1.141  -0.229
N -0.373 1.055 0.472  -0.036
C -0.371 1.128 -0.913  -0.345
N -1.236 0.776 -1.777  0.082
H -0.214 -2.537 1.150  0.070
H 0.253 -2.686 -0.540  0.072
H -0.894 -1.510 -0.072  0.058
H 1.941 -1.379 1.068  0.105
H 1.608 -0.741 -0.508  0.093
H 1.593 0.977 1.196  0.110
H 0.414 0.078 2.158  0.118
H -1.125 1.475 0.986  0.121
H 0.644 1.124 -1.324  0.110
H -2.157 0.662 -1.340  0.040

Properties
- net charge = 0
- structure (SMILES) = [H]/N=C\NCCC
- LUMO level (eV) = 1.08

Winner for stability: Q)

P) ORCA calculation (ωB97M-V with the def2-TZVPD basis set) on one molecule with the formula C5H3N3.

Each line ends with the Löwdin charge.
Cartesian coordinates (Å):
C -0.234 -0.726 -0.734  -0.336
C 0.271 1.339 -0.912  -0.099
C 0.349 1.058 0.610  0.056
C -0.198 -0.120 0.624  -0.281
C -0.498 -0.694 1.811  -0.165
H -0.218 -2.036 -1.858  0.020
H 0.675 2.270 -1.414  0.133
H 0.978 1.517 1.461  0.166
N -0.471 -2.004 -0.930  0.231
N -0.012 0.346 -1.645  0.104
N -0.642 -0.951 2.986  0.172

Properties
- net charge = 0
- structure (SMILES) = [H]/N=C1\N=CC=C1C#N
- LUMO level (eV) = -1.66

Q) ORCA calculation (ωB97M-V with the def2-TZVPD basis set) on one molecule with the formula C5H3N3.

Each line ends with the Löwdin charge.
Cartesian coordinates (Å):
C 2.545 0.049 0.042  -0.145
C 1.096 0.027 0.017  -0.350
C -0.821 1.181 -0.032  -0.128
C -1.507 -0.041 -0.020  -0.051
C -0.743 -1.208 -0.057  -0.136
H -1.387 2.140 0.051  0.124
H -2.619 -0.025 0.160  0.122
H -1.336 -2.185 -0.071  0.137
N 3.690 -0.018 -0.049  0.165
N 0.513 1.267 -0.047  0.133
N 0.568 -1.187 0.007  0.128

Properties
- net charge = 0
- structure (SMILES) = N#Cc1ncccn1
- LUMO level (eV) = -0.36

R) ORCA calculation (ωB97M-V with the def2-TZVPD basis set) on one molecule with the formula C5H3N3.

Each line ends with the Löwdin charge.
Cartesian coordinates (Å):
C 3.221 -0.669 -0.443  0.102
C 2.192 -0.065 -0.399  -0.215
C 0.058 0.456 0.526  0.010
C -1.134 0.211 0.677  -0.125
C -2.543 -0.439 -0.202  -0.398
N -2.676 -0.638 -1.339  0.180
N 1.046 0.681 -0.468  0.015
N -2.383 -0.148 1.070  0.138
H 4.107 -1.259 -0.286  0.029
H 1.249 1.624 -0.689  0.122
H -3.137 0.247 1.553  0.144

Properties
- net charge = 0
- LUMO level (eV) = 0.22

S) ORCA calculation (ωB97M-V with the def2-TZVPD basis set) on one molecule with the formula C5H3N3.

Each line ends with the Löwdin charge.
Cartesian coordinates (Å):
C -1.099 -0.480 1.718  0.142
C -0.335 -0.752 0.557  -0.166
C 0.580 -1.751 -0.069  -0.128
C 0.007 0.368 -0.451  -0.337
C -0.361 1.584 0.003  -0.187
H -1.004 -1.304 2.568  0.120
H -1.653 0.455 1.806  0.064
H 0.730 -2.725 0.410  0.116
N 0.960 -1.372 -1.239  0.039
N 0.816 0.080 -1.425  0.149
N -0.466 2.687 0.474  0.190

Properties
- net charge = 0
- structure (SMILES) = C=C1C=NN=C1C#N
- LUMO level (eV) = -1.85

Winner for stability: Q)

P) ORCA calculation (ωB97M-V with the def2-TZVPD basis set) on one molecule with the formula C10H13P.

Each line ends with the Löwdin charge.
Cartesian coordinates (Å):
C 1.834 -0.040 0.958  -0.146
C 2.089 0.819 -0.009  -0.189
C -0.542 0.847 -1.480  -0.213
C -0.982 -0.382 -1.103  -0.361
C -1.093 -0.609 0.295  -0.260
C -1.631 -1.704 0.889  0.068
C 0.718 0.200 1.914  -0.208
C 1.437 2.225 -0.166  -0.382
C -0.542 0.660 1.185  -0.339
C -1.368 -1.492 -2.015  -0.060
P -0.370 2.024 -0.126  0.976
H 2.412 -0.981 0.886  0.111
H 2.666 0.342 -0.872  0.121
H -0.478 1.220 -2.463  0.060
H -1.773 -1.800 1.900  0.021
H -2.007 -2.645 0.336  0.093
H 0.407 -0.660 2.633  0.142
H 1.033 0.906 2.610  0.080
H 1.763 2.979 0.691  0.112
H 1.960 2.557 -1.075  0.068
H -1.304 0.944 1.802  0.055
H -0.543 -2.415 -1.944  0.160
H -1.365 -1.183 -3.030  0.056
H -2.322 -1.809 -1.814  0.037

Properties
- net charge = 0
- structure (SMILES) = C=C1C(C)=CP2CC=CC[C@H]12
- LUMO level (eV) = 0.69

Q) ORCA calculation (ωB97M-V with the def2-TZVPD basis set) on a 2-piece molecular cluster, C10H13P overall.

Each line ends with the Löwdin charge.
Cartesian coordinates (Å):
C -2.066 -0.304 2.766  -0.122
C -2.889 0.306 1.841  -0.111
C -0.739 -0.438 2.481  -0.064
C -2.441 0.555 0.519  -0.070
C -0.204 -0.049 1.231  -0.292
C -1.114 0.413 0.254  -0.301
C 1.207 -0.137 0.767  -0.312
C -0.568 0.544 -1.136  -0.186
C 1.687 -1.615 -1.882  -0.172
C 2.309 1.293 -1.495  -0.214
P 1.207 -0.086 -0.892  0.822
H -2.379 -0.578 3.774  0.105
H -4.033 0.460 2.077  0.127
H -0.078 -0.668 3.201  0.064
H -2.965 1.176 -0.167  0.100
H 2.028 -1.251 1.313  0.173
H -1.210 -0.050 -1.816  0.098
H -0.603 1.537 -1.646  0.098
H 2.265 -1.235 -2.641  -0.016
H 2.270 -2.428 -1.397  0.062
H 0.783 -2.050 -2.332  0.048
H 2.354 2.005 -0.672  0.035
H 3.357 0.859 -1.735  0.072
H 1.822 1.742 -2.414  0.053

Properties
- net charge = 0
- LUMO level (eV) = 0.63

Winner for stability: P)

P) ORCA calculation (ωB97M-V with the def2-TZVPD basis set) on a 7-piece molecular cluster, C24H48O10 overall.

Each line ends with the Löwdin charge.
Cartesian coordinates (Å):
O 1.559 2.097 0.126  0.041
C 0.981 1.147 0.715  -0.446
O 0.621 -0.008 -0.016  -0.084
C 0.867 -0.080 -1.403  -0.361
C 0.608 -1.312 -1.912  -0.113
C 0.785 1.097 2.176  0.036
H 2.036 0.313 -1.593  0.162
H 0.147 0.774 -1.740  0.144
H 1.328 -2.227 -1.637  0.133
H 0.526 -1.371 -3.034  0.110
H -0.496 -1.406 -1.712  0.088
H -0.201 0.856 2.307  0.044
H 1.095 2.092 2.758  0.135
H 1.372 0.177 2.368  0.106
O -3.223 0.972 1.722  0.088
C -2.874 0.360 0.727  -0.514
O -2.659 0.876 -0.513  -0.050
C -2.954 2.314 -0.644  -0.185
C -2.369 2.827 -2.005  -0.077
C -2.534 -1.078 0.768  0.028
H -2.523 2.878 0.266  0.141
H -4.056 2.508 -0.709  0.124
H -3.030 2.772 -2.865  0.050
H -1.271 2.530 -2.130  0.082
H -2.309 3.956 -2.082  0.084
H -3.035 -1.634 1.491  0.079
H -1.503 -1.250 0.738  0.052
H -2.720 -1.622 -0.131  0.080
O 4.508 -1.392 4.372  0.054
C 3.758 -2.108 3.639  -0.426
O 3.664 -2.020 2.310  -0.029
C 4.501 -1.212 1.612  -0.271
C 4.104 -1.362 0.112  -0.065
C 2.700 -3.091 4.199  0.051
H 5.489 -1.702 1.593  0.135
H 4.459 -0.060 1.590  0.160
H 4.183 -2.480 -0.075  0.100
H 4.852 -1.049 -0.522  0.035
H 3.118 -0.739 -0.117  0.098
H 2.784 -3.943 3.653  0.049
H 1.763 -2.627 4.347  0.087
H 2.979 -3.255 5.174  0.058
C 3.412 3.099 -5.855  -0.045
C 3.108 2.177 -4.761  -0.414
O 3.192 0.906 -4.784  0.015
C 2.636 2.944 -3.436  -0.011
H 2.486 3.495 -6.190  0.081
H 3.943 2.495 -6.667  0.116
H 4.086 3.866 -5.642  0.064
H 1.679 3.508 -3.571  0.090
H 3.354 3.499 -2.833  0.082
H 2.352 2.117 -2.831  0.014
C -0.724 4.197 4.199  -0.047
C -1.114 2.873 4.737  -0.456
O -0.175 2.010 5.076  -0.047
C -2.556 2.525 4.918  -0.037
H -1.701 4.768 3.736  0.144
H 0.185 3.921 3.474  0.112
H -0.019 4.660 4.900  0.083
H -3.082 2.632 3.969  0.070
H -3.049 3.244 5.565  0.085
H -2.698 1.475 5.234  0.099
C 1.028 -3.542 0.934  0.024
C -0.364 -4.094 1.495  -0.265
O -0.889 -3.631 2.596  -0.023
C -1.058 -5.436 0.880  -0.025
H 1.778 -4.017 1.348  0.030
H 0.967 -2.570 1.169  0.031
H 1.100 -3.604 -0.037  0.005
H -0.401 -6.453 0.993  0.122
H -1.110 -5.631 -0.271  0.096
H -1.903 -5.682 1.320  -0.018
C -5.087 -0.091 -2.859  -0.046
C -4.440 -1.258 -3.453  -0.358
O -5.044 -2.424 -3.768  -0.035
C -2.981 -1.126 -3.876  -0.018
H -6.140 -0.199 -2.691  0.075
H -5.064 0.881 -3.445  0.118
H -4.990 0.067 -1.806  0.071
H -2.529 -1.989 -4.185  0.048
H -2.363 -0.879 -3.020  0.054
H -2.861 -0.226 -4.501  0.100

Properties
- net charge = 0
- structure (SMILES) = CCOC(C)=O.CCOC(C)=O.CCOC(C)=O.CC(C)=O.CC(C)=O.CC(C)=O.CC(C)=O
- LUMO level (eV) = 0.35

Q) ORCA calculation (ωB97M-V with the def2-TZVPD basis set) on a 6-piece molecular cluster, C24H48O10 overall.

Each line ends with the Löwdin charge.
Cartesian coordinates (Å):
C -8.287 2.091 0.007  -0.074
C -7.683 3.228 0.834  -0.220
O -6.643 3.834 0.072  0.032
C -5.974 4.882 0.574  -0.574
O -5.997 5.214 1.766  0.094
O -5.250 5.410 -0.397  0.015
C -4.303 6.507 -0.148  -0.014
H -8.990 2.565 -0.677  0.074
H -8.779 1.368 0.658  0.075
H -7.633 1.427 -0.559  0.076
H -7.308 2.760 1.744  0.121
H -8.534 3.847 1.116  0.128
H -3.335 6.160 0.213  0.086
H -4.597 7.284 0.558  0.094
H -3.943 6.976 -1.064  0.087
C -5.279 1.334 -6.609  -0.062
C -6.744 1.557 -6.192  -0.220
O -7.447 1.694 -7.394  -0.008
C -8.010 0.659 -8.107  -0.488
O -8.061 -0.545 -7.798  0.090
O -8.645 1.249 -9.174  -0.028
C -9.075 0.367 -10.265  -0.026
H -4.798 2.220 -7.023  0.073
H -5.238 0.585 -7.400  0.079
H -4.738 1.110 -5.689  0.075
H -6.795 2.396 -5.498  0.124
H -7.127 0.659 -5.707  0.119
H -9.990 -0.114 -9.920  0.089
H -8.376 -0.388 -10.625  0.096
H -9.416 1.037 -11.054  0.089
C 4.033 -5.870 -0.503  -0.182
C 4.031 -5.716 -2.055  -0.148
C 4.601 -4.306 -2.270  -0.172
O 5.161 -3.979 -0.987  -0.168
C 5.220 -5.086 -0.108  -0.229
H 4.038 -6.866 -0.059  0.111
H 3.057 -5.531 -0.157  0.111
H 3.016 -5.832 -2.434  0.102
H 4.602 -6.547 -2.471  0.104
H 3.816 -3.562 -2.407  0.114
H 5.387 -4.173 -3.013  0.114
H 5.163 -4.768 0.933  0.122
H 6.195 -5.536 -0.294  0.122
C 2.182 1.498 -0.253  -0.176
C 0.765 1.853 -0.719  -0.161
C 0.045 2.108 0.613  -0.199
O 1.071 2.306 1.583  -0.149
C 2.370 2.324 1.007  -0.206
H 2.949 1.752 -0.984  0.107
H 2.267 0.422 -0.098  0.112
H 0.252 1.109 -1.328  0.106
H 0.707 2.788 -1.277  0.105
H -0.536 1.247 0.944  0.115
H -0.552 3.020 0.619  0.111
H 3.028 1.708 1.621  0.116
H 2.796 3.311 0.823  0.118
C 8.367 -0.551 3.440  -0.179
C 8.883 0.841 3.105  -0.175
C 8.728 1.715 4.384  -0.154
O 8.413 0.717 5.386  -0.149
C 8.644 -0.594 4.869  -0.252
H 8.838 -1.356 2.876  0.121
H 7.295 -0.494 3.251  0.120
H 8.368 1.238 2.230  0.101
H 9.908 0.901 2.739  0.103
H 7.932 2.456 4.306  0.114
H 9.701 2.119 4.661  0.110
H 8.028 -1.247 5.487  0.122
H 9.641 -0.960 5.114  0.118
C 2.278 -3.554 6.107  -0.208
C 1.884 -2.704 4.924  -0.182
C 0.664 -2.019 5.516  -0.225
O -0.028 -3.091 6.146  -0.134
C 0.951 -4.114 6.527  -0.177
H 2.747 -2.874 6.819  0.113
H 3.070 -4.292 5.984  0.115
H 1.645 -3.265 4.020  0.115
H 2.498 -1.854 4.627  0.112
H -0.012 -1.474 4.857  0.122
H 0.985 -1.249 6.217  0.114
H 0.834 -4.970 5.863  0.118
H 1.071 -4.372 7.579  0.120

Properties
- net charge = 0
- structure (SMILES) = CCOC(=O)OC.CCOC(=O)OC.C1CCOC1.C1CCOC1.C1CCOC1.C1CCOC1
- LUMO level (eV) = 0.34

Winner for stability: Q)